# C37H34F3MoN3O2Si

A molecular structure, C37H34F3MoN3O2Si (ωB97M-V with the def2-TZVPD basis set, the Open Molecules 2025 dataset).

The geometry in ORCA input format:
```
! wB97M-V def2-TZVPD RIJCOSX def2/J DEFGRID3
* xyz 2 1
Mo 0.128 0.669 -0.829
C -3.735 1.000 0.165
C -3.447 -0.099 -0.815
C -4.268 -1.214 -0.884
C -4.074 -2.173 -1.866
C -3.073 -2.026 -2.818
C -2.216 -0.940 -2.784
C -1.185 -0.788 -3.863
C -2.402 -0.010 -1.746
N -1.518 1.125 -1.697
C -1.878 2.345 -2.345
O -2.936 2.541 -2.850
C -0.712 3.272 -2.295
C -0.657 4.575 -2.750
C 0.553 5.254 -2.627
C 1.661 4.616 -2.076
C 1.505 3.308 -1.657
N 0.345 2.678 -1.759
C 2.556 2.415 -1.097
O 3.699 2.684 -0.909
N 1.984 1.135 -0.813
C 2.882 0.028 -0.566
C 3.318 -0.229 0.738
C 2.890 0.607 1.906
C 4.195 -1.290 0.915
C 4.623 -2.046 -0.166
C 4.200 -1.746 -1.452
C 3.321 -0.699 -1.682
C 2.930 -0.353 -3.090
H -4.284 0.610 1.021
H -4.360 1.759 -0.310
H -2.832 1.490 0.525
H -5.077 -1.321 -0.173
H -4.729 -3.033 -1.908
H -2.962 -2.765 -3.601
H -0.788 -1.760 -4.152
H -0.332 -0.167 -3.584
H -1.631 -0.331 -4.749
H -1.535 5.030 -3.189
H 0.635 6.277 -2.969
H 2.622 5.102 -1.975
H 3.024 1.672 1.699
H 3.484 0.358 2.783
H 1.841 0.440 2.157
H 4.557 -1.516 1.909
H 5.312 -2.865 -0.007
H 4.564 -2.326 -2.290
H 2.962 -1.238 -3.723
H 3.622 0.379 -3.514
H 1.926 0.070 -3.173
C -0.769 -4.999 -2.101
Si 0.330 -4.425 -0.722
C 2.115 -4.855 -0.980
C -0.307 -4.869 0.959
C 0.263 -2.528 -0.802
C 0.218 -1.299 -0.852
H -0.826 -6.089 -2.098
H -0.392 -4.691 -3.077
H -1.781 -4.610 -1.978
H 2.246 -5.939 -0.968
H 2.732 -4.430 -0.188
H 2.480 -4.482 -1.938
H -0.307 -5.957 1.058
H -1.331 -4.523 1.107
H 0.317 -4.463 1.755
F -0.722 2.852 8.280
C -1.759 3.027 7.459
F -2.097 4.323 7.475
F -2.796 2.323 7.929
C -1.425 2.599 6.042
C -0.100 2.422 5.662
C 0.189 2.066 4.361
C -0.862 1.887 3.445
C -2.200 2.068 3.842
C -2.474 2.423 5.143
C -0.566 1.523 2.126
C -0.294 1.176 0.975
H 0.693 2.560 6.384
H 1.212 1.920 4.043
H -2.997 1.924 3.127
H -3.495 2.560 5.470
*
```

As for the energy relative to the best compared isomer or geometry (same formula, charge and spin): 0.0 kJ/mol. Its LUMO energy is -8.73 eV. For the HOMO-LUMO gap, the calculation gives 5.51 eV. The calculation puts the calculated total energy at -65355.9904 eV. The maximum force comes out at 0.33 eV Å⁻¹.